192
Properties=species:S:1:pos:R:3 method="wB97M-V/def2-TZVPD" max_force_ev_per_a=3.46 lumo_energy_ev=0.30 smiles=CC1(C)CCCC(C)(C)N1O.CC1(C)CCCC(C)(C)N1O.CC1(C)CCCC(C)(C)N1O.CC1(C)CCCC(C)(C)N1O.CCO.CCO.CCO.CCO.CCO.CCO.CCO.CCO e_above_lowest_ev=4.295 homo_ev=-7.3982 mol_weight_g_mol=997.6 orbital_gap_ev=7.70
C 14.26 -4.04 -23.92
C 14.92 -2.84 -23.12
C 16.04 -3.42 -22.23
C 15.49 -1.99 -24.31
C 15.82 -0.55 -23.90
C 14.59 0.06 -23.17
C 14.00 -0.68 -21.96
C 14.99 -0.51 -20.76
C 12.59 -0.12 -21.64
N 13.81 -2.12 -22.41
O 13.23 -2.87 -21.40
H 15.11 -4.50 -24.41
H 13.75 -4.81 -23.33
H 13.51 -3.80 -24.67
H 16.02 -2.97 -21.23
H 16.07 -4.51 -22.22
H 16.99 -3.06 -22.62
H 16.41 -2.34 -24.78
H 14.82 -1.88 -25.16
H 16.69 -0.49 -23.24
H 16.02 -0.01 -24.82
H 13.90 0.11 -24.01
H 14.75 1.13 -23.00
H 14.68 -1.26 -20.03
H 14.89 0.52 -20.43
H 15.99 -0.86 -20.99
H 12.63 0.96 -21.76
H 12.28 -0.44 -20.65
H 11.93 -0.39 -22.47
H 12.30 -2.90 -21.65
C 6.78 -12.64 -20.83
C 7.31 -11.51 -21.71
C 8.38 -12.03 -22.65
C 6.19 -10.95 -22.62
C 5.19 -10.18 -21.83
C 5.83 -8.91 -21.22
C 7.03 -9.28 -20.31
C 7.95 -8.04 -20.02
C 6.30 -9.53 -18.94
N 7.92 -10.37 -20.93
O 8.97 -10.82 -20.12
H 7.58 -13.20 -20.35
H 6.14 -12.33 -20.00
H 6.29 -13.37 -21.47
H 9.17 -12.51 -22.07
H 7.99 -12.73 -23.39
H 8.80 -11.18 -23.20
H 6.56 -10.41 -23.49
H 5.62 -11.80 -23.01
H 4.32 -10.06 -22.48
H 4.82 -10.83 -21.05
H 5.08 -8.32 -20.69
H 6.21 -8.38 -22.08
H 8.83 -8.18 -19.40
H 7.42 -7.23 -19.53
H 8.41 -7.69 -20.95
H 5.68 -10.43 -19.02
H 5.74 -8.67 -18.58
H 7.14 -9.69 -18.27
H 8.51 -11.24 -19.38
C 12.58 -6.24 -20.67
C 13.19 -6.47 -19.31
C 14.71 -6.70 -19.41
C 13.00 -5.09 -18.62
C 13.01 -5.14 -17.06
C 11.95 -6.15 -16.56
C 12.23 -7.61 -17.17
C 13.55 -8.08 -16.57
C 11.10 -8.53 -16.76
N 12.46 -7.57 -18.61
O 12.66 -8.83 -19.16
H 12.69 -6.91 -21.52
H 11.51 -6.00 -20.60
H 12.97 -5.32 -21.11
H 15.28 -6.31 -18.57
H 14.86 -7.75 -19.64
H 15.06 -6.17 -20.29
H 13.87 -4.47 -18.83
H 12.10 -4.57 -18.95
H 13.99 -5.47 -16.69
H 12.88 -4.18 -16.55
H 10.94 -5.81 -16.77
H 12.10 -6.14 -15.48
H 13.49 -8.19 -15.48
H 14.37 -7.43 -16.88
H 13.83 -9.08 -16.91
H 10.95 -8.41 -15.68
H 11.44 -9.57 -16.82
H 10.14 -8.52 -17.28
H 11.95 -8.76 -19.80
C 12.13 -1.31 -17.59
C 11.52 0.10 -17.52
C 10.77 0.20 -16.18
C 12.69 1.16 -17.63
C 12.24 2.64 -17.83
C 11.28 2.76 -19.05
C 10.09 1.74 -19.10
C 8.90 2.28 -18.32
C 9.57 1.76 -20.57
N 10.61 0.39 -18.66
O 9.68 -0.62 -18.86
H 11.32 -2.03 -17.45
H 12.56 -1.43 -18.59
H 12.83 -1.43 -16.76
H 9.92 -0.47 -16.15
H 11.46 -0.11 -15.40
H 10.44 1.18 -15.81
H 13.24 1.26 -16.69
H 13.49 0.88 -18.32
H 11.76 3.08 -16.95
H 13.16 3.22 -17.84
H 11.87 2.60 -19.95
H 11.03 3.82 -19.14
H 9.11 2.27 -17.25
H 8.02 1.66 -18.50
H 8.69 3.33 -18.54
H 9.29 2.78 -20.85
H 8.72 1.08 -20.63
H 10.31 1.35 -21.26
H 9.06 -0.53 -18.14
C 8.04 -2.93 -16.96
C 6.79 -2.05 -17.08
O 7.22 -0.82 -17.54
H 8.70 -3.07 -17.81
H 7.71 -3.94 -16.72
H 8.79 -2.55 -16.26
H 6.30 -2.10 -16.10
H 6.07 -2.45 -17.80
H 6.51 -0.17 -17.53
C 11.46 -4.79 -26.32
C 11.02 -3.43 -25.65
O 9.79 -3.04 -26.29
H 12.40 -5.18 -25.92
H 11.76 -4.65 -27.36
H 10.79 -5.64 -26.31
H 11.84 -2.72 -25.58
H 10.87 -3.64 -24.58
H 9.37 -2.32 -25.81
C 7.89 0.17 -24.82
C 8.23 -0.73 -23.61
O 9.51 -1.31 -23.99
H 7.91 -0.51 -25.67
H 8.67 0.91 -24.97
H 6.93 0.69 -24.75
H 7.44 -1.49 -23.59
H 8.35 -0.28 -22.62
H 9.91 -1.77 -23.25
C 5.23 -0.70 -20.48
C 3.96 -0.16 -21.14
O 3.33 -1.16 -21.84
H 5.94 -1.09 -21.21
H 4.88 -1.50 -19.82
H 5.78 0.04 -19.90
H 4.27 0.64 -21.81
H 3.29 0.36 -20.46
H 3.72 -1.25 -22.71
C 5.38 -4.84 -19.04
C 4.96 -5.56 -17.75
O 3.54 -5.66 -17.84
H 6.42 -4.69 -19.31
H 4.89 -3.88 -19.21
H 5.07 -5.60 -19.76
H 5.22 -4.97 -16.87
H 5.51 -6.48 -17.59
H 3.37 -6.60 -17.90
C 4.86 -5.27 -22.98
C 5.11 -4.12 -23.98
O 6.38 -4.37 -24.53
H 4.52 -6.18 -23.48
H 4.13 -5.05 -22.20
H 5.71 -5.54 -22.36
H 5.17 -3.17 -23.45
H 4.36 -4.05 -24.78
H 6.35 -3.88 -25.35
C 8.78 -4.66 -21.88
C 8.69 -3.40 -20.97
O 9.88 -2.66 -20.97
H 9.20 -5.55 -21.41
H 9.20 -4.49 -22.87
H 7.75 -5.02 -21.87
H 8.45 -3.70 -19.95
H 8.00 -2.67 -21.39
H 9.76 -1.89 -20.40
C 10.76 -7.45 -23.49
C 10.07 -8.72 -23.15
O 10.59 -9.31 -21.99
H 11.81 -7.67 -23.66
H 10.65 -6.67 -22.74
H 10.24 -6.94 -24.30
H 10.04 -9.45 -23.96
H 9.00 -8.52 -23.03
H 9.82 -9.62 -21.50

=====

218
Properties=species:S:1:pos:R:3 method="wB97M-V/def2-TZVPD" max_force_ev_per_a=2.53 lumo_energy_ev=0.40 e_above_lowest_ev=0.000 homo_ev=-8.2974 mol_weight_g_mol=1781.7 orbital_gap_ev=8.69
C -3.32 -3.63 3.78
O -3.74 -3.87 2.46
C -3.48 -5.22 2.09
C -4.08 -5.48 0.73
N -3.67 -6.82 0.36
C -4.20 -7.19 -0.96
C -3.72 -8.56 -1.37
O -4.30 -8.85 -2.62
C -3.67 -9.84 -3.38
H -3.87 -4.24 4.53
H -3.47 -2.57 4.04
H -2.26 -3.90 3.90
H -3.91 -5.93 2.87
H -2.42 -5.46 2.01
H -3.59 -4.81 0.00
H -5.18 -5.25 0.66
H -4.00 -7.48 1.06
H -3.81 -6.47 -1.68
H -5.29 -7.17 -0.95
H -3.95 -9.30 -0.58
H -2.63 -8.51 -1.45
H -2.64 -9.57 -3.60
H -4.13 -9.79 -4.39
H -3.78 -10.89 -3.04
C 9.29 -7.04 -2.52
O 8.86 -6.65 -1.25
C 9.87 -6.10 -0.40
C 9.18 -5.73 0.88
N 8.22 -4.66 0.64
C 7.37 -4.43 1.81
C 6.22 -3.48 1.48
O 5.38 -4.12 0.55
C 4.48 -3.20 -0.09
H 8.50 -7.61 -3.01
H 10.07 -7.78 -2.50
H 9.56 -6.22 -3.19
H 10.28 -5.17 -0.84
H 10.71 -6.78 -0.26
H 9.93 -5.43 1.61
H 8.75 -6.62 1.33
H 7.68 -4.83 -0.20
H 7.95 -3.85 2.54
H 7.03 -5.36 2.23
H 6.69 -2.57 1.04
H 5.62 -3.15 2.33
H 3.89 -2.62 0.65
H 3.87 -3.79 -0.75
H 5.11 -2.48 -0.61
C 0.19 0.68 4.73
O 0.28 0.12 3.39
C -0.47 -1.11 3.24
C -0.23 -1.61 1.80
N -0.67 -0.53 0.95
C -0.63 -0.93 -0.46
C -0.64 0.24 -1.44
O 0.58 1.00 -1.21
C 0.63 2.21 -1.97
H 0.61 0.00 5.50
H -0.87 0.86 5.03
H 0.68 1.64 4.71
H -1.54 -0.86 3.43
H -0.13 -1.78 4.06
H -0.89 -2.44 1.77
H 0.84 -1.91 1.68
H -0.05 0.27 1.02
H -1.46 -1.64 -0.65
H 0.25 -1.55 -0.69
H -1.53 0.86 -1.27
H -0.73 0.00 -2.50
H 0.71 1.94 -3.00
H 1.54 2.81 -1.74
H -0.24 2.83 -1.73
C 4.90 10.41 2.68
O 4.43 9.30 1.96
C 3.64 9.76 0.89
C 3.40 8.69 -0.17
N 2.53 9.18 -1.24
C 2.58 8.20 -2.31
C 1.90 6.81 -2.03
O 0.57 7.09 -1.59
C -0.19 5.97 -1.31
H 5.62 11.02 2.13
H 5.35 10.07 3.61
H 4.06 11.08 2.94
H 4.17 10.59 0.38
H 2.70 10.13 1.32
H 3.05 7.79 0.39
H 4.37 8.47 -0.60
H 1.58 9.26 -0.90
H 3.60 8.11 -2.70
H 2.04 8.61 -3.17
H 2.46 6.32 -1.19
H 1.91 6.19 -2.93
H -0.22 5.22 -2.08
H -1.14 6.36 -0.98
H 0.17 5.38 -0.47
C 3.35 6.83 -5.60
O 2.27 6.03 -5.81
C 2.50 4.63 -5.64
C 1.12 4.00 -5.65
N 0.33 4.53 -4.57
C -1.01 4.03 -4.39
C -2.00 4.69 -5.36
O -2.12 6.05 -5.18
C -3.19 6.36 -4.26
H 3.84 6.76 -4.63
H 2.88 7.80 -5.61
H 4.07 6.76 -6.40
H 2.99 4.45 -4.68
H 2.98 4.08 -6.44
H 1.22 2.91 -5.44
H 0.71 4.20 -6.60
H 0.35 5.55 -4.53
H -1.37 4.09 -3.36
H -1.00 2.98 -4.64
H -2.97 4.19 -5.34
H -1.68 4.46 -6.37
H -3.38 7.42 -4.39
H -2.90 6.16 -3.21
H -4.13 5.88 -4.56
C -8.98 1.78 7.55
O -8.58 0.44 7.29
C -7.75 -0.11 8.30
C -7.65 -1.61 8.05
N -7.15 -1.98 6.75
C -5.88 -1.32 6.31
C -4.67 -1.78 7.11
O -3.57 -1.46 6.34
C -2.40 -1.69 7.01
H -9.73 1.90 8.33
H -9.45 2.19 6.67
H -8.06 2.40 7.78
H -8.18 0.11 9.30
H -6.75 0.37 8.24
H -8.64 -2.04 8.29
H -6.95 -2.04 8.79
H -7.85 -1.78 6.02
H -5.92 -0.23 6.32
H -5.72 -1.59 5.26
H -4.65 -2.86 7.36
H -4.62 -1.18 8.07
H -2.29 -1.03 7.89
H -1.57 -1.55 6.33
H -2.31 -2.72 7.44
C 3.56 0.40 -6.59
O 2.19 0.62 -6.68
C 1.55 0.00 -7.81
C 0.11 0.46 -7.99
N -0.66 0.01 -6.82
C -2.05 0.22 -7.07
C -2.86 -0.10 -5.84
O -2.46 0.76 -4.79
C -3.41 0.76 -3.73
H 3.84 0.81 -5.60
H 4.18 0.83 -7.41
H 3.86 -0.66 -6.49
H 1.50 -1.09 -7.67
H 2.11 0.16 -8.75
H -0.28 -0.13 -8.83
H 0.04 1.55 -8.20
H -0.42 0.55 -5.99
H -2.43 -0.43 -7.84
H -2.23 1.18 -7.50
H -2.64 -1.15 -5.52
H -3.96 -0.11 -6.04
H -4.40 1.02 -4.05
H -3.11 1.58 -3.02
H -3.39 -0.17 -3.15
C 1.11 -4.89 6.61
Cl -0.29 -5.66 7.35
Cl 1.12 -3.10 6.68
H 1.99 -5.25 7.11
H 1.21 -5.24 5.58
C 3.30 2.41 7.56
Cl 3.85 1.70 5.99
Cl 1.76 1.72 8.18
H 4.11 2.25 8.30
H 3.19 3.45 7.35
C -3.78 -0.73 1.69
Cl -3.98 0.49 2.99
Cl -4.64 -0.50 0.16
H -2.73 -0.76 1.45
H -4.07 -1.71 2.05
C 4.26 3.07 -2.45
Cl 4.98 4.63 -2.05
Cl 5.42 2.11 -3.34
H 3.94 2.65 -1.53
H 3.45 3.24 -3.11
C -4.46 -3.11 -3.54
Cl -5.67 -3.78 -2.39
Cl -2.80 -3.17 -2.82
H -4.46 -3.74 -4.42
H -4.67 -2.09 -3.86
C -1.11 2.75 1.66
Cl -2.12 4.05 2.36
Cl 0.61 3.19 1.91
H -1.28 1.78 2.14
H -1.26 2.68 0.57
C -0.92 -5.81 -1.05
Cl 0.23 -4.51 -1.30
Cl -0.15 -7.34 -1.56
H -1.26 -5.88 -0.01
H -1.80 -5.69 -1.68
C -4.82 3.06 -0.20
Cl -5.96 2.51 -1.43
Cl -3.43 3.84 -0.98
H -5.29 3.83 0.40
H -4.46 2.21 0.33
C 2.98 1.15 1.69
Cl 4.04 2.52 1.27
Cl 3.74 -0.22 2.51
H 2.28 1.55 2.39
H 2.51 0.92 0.74
C 3.76 -4.99 3.28
Cl 3.13 -6.65 3.84
Cl 2.56 -3.71 3.45
H 4.58 -4.78 3.94
H 4.03 -5.16 2.23